Record 1
Computed, not measured: a molecular structure, C37H38Cl16F4O3 at a distorted geometry, with wB97M-V/def2-TZVPD.

Each line ends with the Mulliken charge.
Atoms and positions in Å:
C  7.1050  -7.1406  -3.2222  0.368
Cl  8.2262  -8.4840  -3.5279  -0.099
Cl  8.0828  -5.6687  -2.8466  -0.101
Cl  6.2273  -6.8758  -4.6721  -0.074
Cl  6.0308  -7.4501  -1.8271  -0.093
C  5.9316  6.1609  3.2829  0.359
Cl  6.2966  7.0512  1.7113  -0.117
Cl  4.1791  6.1932  3.4506  -0.086
Cl  6.5133  4.4987  3.2894  -0.068
Cl  6.7056  7.1105  4.5407  -0.089
C  -0.1048  -4.2008  -8.6942  0.389
Cl  -1.5869  -3.2978  -8.3361  -0.099
Cl  -0.1291  -4.7745  -10.3718  -0.108
Cl  1.2541  -3.2143  -8.3702  -0.091
Cl  0.0716  -5.5348  -7.6171  -0.090
C  5.5757  2.5985  -5.6470  0.369
Cl  6.7770  3.4549  -6.6759  -0.123
Cl  5.5639  3.3049  -4.0567  -0.061
Cl  3.9710  2.7165  -6.4308  -0.108
Cl  6.0337  0.9450  -5.7652  -0.080
C  11.4712  -1.2732  1.0432  -1.005
C  10.7615  -0.0067  0.5419  0.817
O  9.6213  -0.0168  0.0097  -0.574
C  11.4595  1.3054  0.9266  -1.067
H  12.4778  -1.3975  0.6438  0.335
H  10.7594  -2.0541  0.7757  0.275
H  11.6370  -1.1446  2.1128  0.288
H  11.5680  1.4896  1.9955  0.316
H  10.7949  2.0989  0.5850  0.292
H  12.4855  1.3018  0.5585  0.322
C  -5.7819  -8.5555  -4.8018  -1.039
C  -5.6327  -7.1158  -4.6341  0.777
O  -4.6010  -6.5375  -4.1784  -0.608
C  -6.8359  -6.3458  -5.0866  -0.978
H  -6.7400  -8.7612  -4.3244  0.336
H  -4.9507  -9.0415  -4.2910  0.299
H  -5.8241  -8.8044  -5.8621  0.306
H  -6.6462  -5.7176  -5.9569  0.295
H  -7.2340  -5.6756  -4.3247  0.299
H  -7.6473  -6.9773  -5.4486  0.314
C  -6.6541  -0.3868  -2.7265  -0.922
C  -7.3273  0.2559  -3.9180  0.692
O  -8.4213  -0.1425  -4.3197  -0.566
C  -6.5360  1.1555  -4.7849  -0.900
H  -7.4045  -0.4342  -1.9374  0.295
H  -5.8087  0.2480  -2.4610  0.295
H  -6.2406  -1.3804  -2.8994  0.260
H  -6.1640  0.6144  -5.6550  0.254
H  -5.7017  1.5378  -4.1969  0.302
H  -7.2106  1.9718  -5.0433  0.291
F  -0.4163  1.7559  -1.8966  -0.302
C  0.4541  0.7066  -1.7118  0.360
C  1.6352  0.7945  -0.9893  -0.387
C  2.5614  -0.2670  -0.9201  -0.354
C  2.3551  -1.4025  -1.6385  -0.497
C  1.1275  -1.5266  -2.3213  -0.288
C  0.1709  -0.5292  -2.3253  -0.463
H  1.7928  1.7594  -0.5303  0.382
H  3.4371  -0.1479  -0.2992  0.388
H  3.0899  -2.1906  -1.7118  0.423
H  0.8662  -2.4220  -2.8657  0.365
H  -0.7362  -0.5092  -2.9113  0.376
F  -7.2749  5.0435  0.4015  -0.285
C  -8.4487  5.5801  0.6978  0.367
C  -8.6878  5.8115  2.0861  -0.383
C  -9.8250  6.5036  2.4522  -0.277
C  -10.7574  6.8970  1.5419  -0.433
C  -10.6429  6.4896  0.2321  -0.380
C  -9.4399  5.9122  -0.2356  -0.427
H  -7.9679  5.4949  2.8263  0.392
H  -10.0237  6.7030  3.4948  0.332
H  -11.5886  7.5258  1.8249  0.361
H  -11.3877  6.7314  -0.5117  0.342
H  -9.2458  5.6635  -1.2685  0.389
F  -1.8709  3.6525  7.1556  -0.293
C  -2.7583  2.8557  6.5522  0.123
C  -2.6536  2.4970  5.1903  -0.208
C  -3.5791  1.6625  4.5868  -0.540
C  -4.6102  1.1649  5.3617  -0.286
C  -4.7102  1.4736  6.7237  -0.512
C  -3.8208  2.3211  7.2741  -0.097
H  -1.8598  2.9100  4.5855  0.374
H  -3.5201  1.5008  3.5206  0.377
H  -5.2542  0.4494  4.8723  0.351
H  -5.4651  1.0220  7.3503  0.360
H  -3.9389  2.4746  8.3366  0.352
F  7.6403  -2.5286  6.2881  -0.295
C  6.6223  -1.8025  6.6691  0.289
C  5.4603  -1.8316  5.9077  -0.233
C  4.3538  -1.0619  6.2674  -0.480
C  4.4271  -0.2363  7.4438  -0.401
C  5.6318  -0.1938  8.1883  -0.360
C  6.7227  -0.9358  7.7835  -0.335
H  5.3796  -2.5052  5.0674  0.400
H  3.4155  -1.1245  5.7363  0.366
H  3.6586  0.4308  7.8054  0.351
H  5.6785  0.5157  9.0011  0.347
H  7.6053  -0.6907  8.3557  0.354

Forces on atoms 1 to 3 (eV/Å):
0.9 0.3 0.8
-0.1 0.0 0.5
-0.3 -0.4 0.0

## Properties
HOMO energy = -9.07 eV
Calculated total energy = -256351.876 eV
Relative energy (zero: lowest compared OMol25 entry of this formula, charge and spin) = 41.4 kcal/mol
Strongest force on any atom = 4.45 eV/A
Spin multiplicity = 1

Record 2
Computed, not measured: 9 unconnected molecules or ions with the total composition C37H38ClF8N2O26S at a distorted geometry, with wB97M-V/def2-TZVPD.

Each line ends with the Mulliken charge.
Atoms and positions in Å:
C  0.6528  3.9184  5.0650  -0.516
C  -0.5526  3.4433  5.9054  0.397
N  -0.5507  3.5956  7.1725  -0.744
C  -1.7973  2.7605  5.2986  -0.913
C  -1.4812  1.9305  4.0464  0.265
C  -2.3182  1.9551  2.8791  -0.913
C  -2.0042  1.1863  1.7812  -1.170
C  -0.8310  0.3775  1.7760  -0.035
C  -0.4290  -0.4009  0.6697  -0.459
N  0.6711  -1.1305  0.7402  0.269
Cl  1.1170  -2.0420  -0.6283  0.072
C  1.5075  -1.1800  1.8289  -0.962
C  1.2198  -0.4500  2.9506  1.318
C  2.2147  -0.5326  4.0909  -0.938
S  1.5532  -1.2315  5.6322  1.063
O  0.3865  -2.0416  5.4121  -0.573
O  2.6264  -1.9956  6.2185  -0.672
C  0.0197  0.3499  2.9353  0.649
C  -0.3550  1.1271  4.0551  0.350
H  1.0975  4.8491  5.4383  0.340
H  0.3606  3.9625  4.0048  -0.108
H  1.4412  3.1464  5.1431  0.306
H  0.3211  4.0775  7.4122  0.257
H  -2.6007  3.4757  5.0587  0.424
H  -2.2007  2.0449  6.0387  0.362
H  -3.2028  2.6013  2.8720  0.424
H  -2.6771  1.2185  0.9170  0.501
H  -1.0415  -0.3813  -0.2412  0.672
H  2.3936  -1.8151  1.7551  0.507
H  3.0848  -1.1580  3.8270  0.368
H  2.6007  0.4806  4.3151  0.294
H  1.2974  -0.1794  6.4845  0.188
H  0.2816  1.1105  4.9460  0.011
C  2.1118  9.1956  4.3233  -0.560
C  1.0108  8.3348  4.8776  0.396
O  1.4102  7.0292  4.4902  -0.188
C  2.7750  7.0575  4.4275  0.702
O  3.4591  6.0868  4.3951  -0.515
O  3.2443  8.3272  4.4108  -0.336
F  -0.1808  8.6195  4.2900  -0.311
H  1.9421  9.4671  3.2793  0.332
H  2.2662  10.1031  4.9026  0.282
H  0.9061  8.3793  5.9598  0.269
C  -2.2768  -3.7882  -4.1978  -0.479
C  -1.0254  -3.0323  -3.8683  0.459
O  -1.5062  -1.7365  -3.5495  -0.309
C  -2.7660  -1.9253  -3.0556  0.788
O  -3.3678  -1.0992  -2.4409  -0.608
O  -3.2361  -3.1585  -3.3397  -0.313
F  -0.2119  -2.9398  -4.9418  -0.294
H  -2.5800  -3.6645  -5.2361  0.275
H  -2.1948  -4.8510  -3.9820  0.343
H  -0.4685  -3.4349  -3.0180  0.211
C  6.0714  -4.4861  1.5760  -0.482
C  5.2380  -3.4543  2.2857  0.300
O  4.2594  -3.1216  1.3115  -0.257
C  4.0960  -4.2447  0.5383  0.537
O  3.1804  -4.4216  -0.1935  -0.461
O  5.1070  -5.1206  0.7297  -0.317
F  5.9585  -2.3447  2.5761  -0.285
H  6.8548  -4.0384  0.9621  0.283
H  6.5245  -5.2008  2.2592  0.279
H  4.7454  -3.8161  3.1911  0.330
C  -0.8003  -6.0789  -8.8677  -0.175
C  -0.5694  -4.6759  -8.3786  0.314
O  -0.7571  -4.7988  -6.9788  -0.232
C  -0.4042  -6.0785  -6.6609  0.645
O  -0.1854  -6.4499  -5.5530  -0.533
O  -0.3316  -6.8603  -7.7614  -0.347
F  -1.4999  -3.8204  -8.8715  -0.279
H  -1.8497  -6.2915  -9.0409  0.026
H  -0.2432  -6.3053  -9.7722  0.330
H  0.4297  -4.2836  -8.5805  0.238
C  1.5361  2.8391  -0.3789  -0.531
C  1.7063  4.2422  0.1390  0.296
O  1.5146  4.0827  1.5360  -0.235
C  1.9146  2.8208  1.8346  0.511
O  2.1416  2.4335  2.9348  -0.407
O  2.0266  2.0561  0.7150  -0.246
F  0.7487  5.0639  -0.3437  -0.296
H  0.4892  2.5894  -0.5649  0.278
H  2.1093  2.6524  -1.2845  0.298
H  2.6900  4.6777  -0.0471  0.330
C  5.5507  6.5977  8.2194  -0.436
C  4.8847  6.7817  9.5561  0.283
O  3.9323  7.7975  9.2900  -0.323
C  3.5987  7.6696  7.9778  0.582
O  2.6438  8.1739  7.4780  -0.473
O  4.4848  6.8925  7.3135  -0.249
F  5.7577  7.2311  10.4858  -0.283
H  6.3682  7.3030  8.0611  0.287
H  5.9242  5.5869  8.0710  0.272
H  4.3749  5.8929  9.9341  0.284
C  -6.1649  -0.4193  -5.3472  -0.407
C  -7.2929  -1.2485  -4.7943  0.307
O  -6.9427  -2.5606  -5.1980  -0.321
C  -5.5823  -2.5842  -5.2731  0.668
O  -4.9283  -3.5712  -5.3197  -0.492
O  -5.0654  -1.3282  -5.2785  -0.301
F  -8.4756  -0.9155  -5.3635  -0.291
H  -6.3329  -0.1290  -6.3859  0.262
H  -5.9724  0.4748  -4.7581  0.260
H  -7.3883  -1.2141  -3.7072  0.286
C  -5.5060  -7.3602  -10.4881  -0.433
C  -5.3472  -8.7369  -11.0753  0.275
O  -3.9999  -8.7340  -11.5161  -0.322
C  -3.3323  -7.8792  -10.6945  0.665
O  -2.1501  -7.8271  -10.5954  -0.479
O  -4.1913  -7.0945  -9.9930  -0.263
F  -6.1579  -8.9140  -12.1438  -0.282
H  -5.7688  -6.6149  -11.2407  0.277
H  -6.2415  -7.3267  -9.6874  0.277
H  -5.4970  -9.5520  -10.3643  0.281

Forces on atoms 1 to 3 (eV/Å):
-0.8 -1.0 -0.1
0.3 0.5 0.7
0.1 -0.2 -0.6

## Properties
HOMO energy = -12.04 eV
Calculated total energy = -140290.852 eV
Total charge = +1
Strongest force on any atom = 2.94 eV/A
Spin multiplicity = 1

> The lowest calculated total energy belongs to which entry?

C37H38Cl16F4O3

> Number 2 is which compound?

C37H38ClF8N2O26S